Formula: CH4S
Source: OMol25
Level of theory: ωB97M-V with the def2-TZVPD basis set

CARTESIAN COORDINATES (ANGSTROEM)
C (1.17, -0.01, 0.00)
S (-0.70, -0.09, 0.01)
H (1.55, 0.93, -0.27)
H (1.77, -0.11, 0.96)
H (1.71, -0.63, -0.75)
H (-0.88, 1.26, -0.09)

The structure (SMILES) is CS. The relative energy (zero: lowest compared OMol25 entry of this formula, charge and spin) comes out at 42.2 kJ/mol. As for the orbital gap: 10.29 eV.